#one
Density functional theory data (ωB97M-V/def2-TZVPD) for a 2-piece molecular cluster, C5H8O overall.

Output
Lowest unoccupied orbital energy = 1.12 eV
Gap between HOMO and LUMO = 9.69 eV
Structure (SMILES) = C1=COC=CC1.[H][H]
Highest occupied orbital energy = -8.56 eV

ORCA input file:
```
! RIJCOSX wB97M-V def2-TZVPD def2/J DEFGRID3
* xyz 0 1
C 0.702 0.890 0.536
C -0.626 1.112 0.480
O -1.346 0.448 -0.487
C -0.807 -0.786 -0.767
C 0.529 -0.926 -0.657
C 1.274 0.361 -0.734
H 1.306 0.941 1.432
H -1.211 1.807 1.065
H -1.526 -1.512 -1.118
H 1.041 -1.844 -0.398
H 0.933 0.960 -1.597
H 2.360 0.285 -0.775
H -1.289 -0.555 1.713
H -1.343 -1.182 1.308
*
```

Atom charges from the Mulliken analysis, given in e for atoms 1 to 6:
1. C -0.24
2. C -0.44
3. O -0.33
4. C -0.44
5. C -0.23
6. C -0.45

#two
Density functional theory data (ωB97M-V/def2-TZVPD) for the molecule C5H8O.

Output
Lowest unoccupied orbital energy = 1.06 eV
Gap between HOMO and LUMO = 10.26 eV
Structure (SMILES) = C1CC1[C@H]1CO1
Highest occupied orbital energy = -9.20 eV

ORCA input file:
```
! RIJCOSX wB97M-V def2-TZVPD def2/J DEFGRID3
* xyz 0 1
C 1.263 -0.620 -0.301
C 0.620 -1.675 0.567
C 0.326 -0.199 0.808
C -0.318 0.946 0.109
C -1.684 1.220 -0.332
O -1.094 1.919 0.761
H 0.728 -0.652 -1.252
H 1.917 0.315 -0.363
H 1.137 -2.139 1.400
H -0.089 -2.356 0.075
H 0.885 0.154 1.683
H 0.617 1.390 -0.580
H -1.781 1.802 -1.246
H -2.550 0.621 -0.051
*
```

Atom charges from the Mulliken analysis, given in e for atoms 1 to 6:
1. C -0.69
2. C -0.63
3. C 0.06
4. C 0.30
5. C -0.33
6. O -0.47

The energy of each structure relative to the most stable one, in eV, is as follows: #one 0.000; #two 1.332.

#one
Density functional theory data (ωB97M-V/def2-TZVPD) for the molecule C5H8O.

Output
Lowest unoccupied orbital energy = 0.93 eV
Gap between HOMO and LUMO = 10.23 eV
Structure (SMILES) = CC#CCOC
Highest occupied orbital energy = -9.30 eV

ORCA input file:
```
! RIJCOSX wB97M-V def2-TZVPD def2/J DEFGRID3
* xyz 0 1
C -1.532 -1.245 1.856
C -0.994 -0.756 0.596
C -0.589 -0.196 -0.390
C -0.246 0.691 -1.504
O 1.019 1.320 -1.441
C 1.987 0.742 -0.600
H -1.135 -0.647 2.679
H -2.616 -1.103 1.845
H -1.304 -2.296 2.029
H -0.994 1.491 -1.472
H -0.375 0.165 -2.458
H 2.294 -0.258 -0.936
H 2.841 1.419 -0.644
H 1.644 0.672 0.439
*
```

Atom charges from the Mulliken analysis, given in e for atoms 1 to 6:
1. C -1.20
2. C 0.67
3. C -0.28
4. C -0.37
5. O -0.36
6. C -0.65

#two
Density functional theory data (ωB97M-V/def2-TZVPD) for C5H8O as an isolated structure.

Output
Lowest unoccupied orbital energy = 0.70 eV
Gap between HOMO and LUMO = 8.70 eV
Highest occupied orbital energy = -7.99 eV

ORCA input file:
```
! RIJCOSX wB97M-V def2-TZVPD def2/J DEFGRID3
* xyz 0 1
C -2.472 0.035 0.106
O -1.722 -1.048 -0.389
C -0.521 -0.690 -1.033
C 0.454 0.048 -0.161
C 1.763 0.155 -0.234
C 3.046 0.410 -0.042
H -2.722 0.761 -0.686
H -3.403 -0.380 0.502
H -1.935 0.556 0.908
H -0.118 -1.637 -1.407
H -0.734 -0.038 -1.896
H 3.538 1.267 -0.483
H 3.610 -0.267 0.583
H 0.954 1.112 -0.648
*
```

Atom charges from the Mulliken analysis, given in e for atoms 1 to 6:
1. C -0.69
2. O -0.31
3. C -0.22
4. C 0.24
5. C -0.05
6. C -1.00

The energy of each structure relative to the most stable one, in eV, is as follows: #one 0.000; #two 2.491.

#one
Density functional theory data (ωB97M-V/def2-TZVPD) for the molecule C4H2N2S.

Output
Lowest unoccupied orbital energy = -0.45 eV
Gap between HOMO and LUMO = 9.60 eV
Structure (SMILES) = N#C/C=C\SC#N
Highest occupied orbital energy = -10.04 eV

ORCA input file:
```
! RIJCOSX wB97M-V def2-TZVPD def2/J DEFGRID3
* xyz 0 1
N -1.297 -1.907 -2.013
C -0.613 -1.142 -1.537
C 0.442 -0.187 -1.160
C 0.309 0.672 -0.144
S -1.198 0.356 0.740
C -0.437 0.507 2.274
N 0.257 0.663 3.168
H 1.498 -0.237 -1.631
H 1.038 1.275 0.302
*
```

Atom charges from the Mulliken analysis, given in e for atoms 1 to 6:
1. N -0.33
2. C 0.14
3. C -0.29
4. C -0.15
5. S -0.07
6. C 0.32

#two
Density functional theory data (ωB97M-V/def2-TZVPD) for C4H2N2S as an isolated structure.

Output
Lowest unoccupied orbital energy = -2.00 eV
Gap between HOMO and LUMO = 7.85 eV
Highest occupied orbital energy = -9.85 eV

ORCA input file:
```
! RIJCOSX wB97M-V def2-TZVPD def2/J DEFGRID3
* xyz 0 1
C 2.529 0.059 -1.130
C 0.620 -0.429 1.487
C 1.623 0.929 -0.473
C 0.050 -0.034 0.241
N 3.312 -0.691 -1.571
N 0.939 -0.929 2.464
S 1.719 2.444 -0.106
H -0.060 -0.965 -0.260
H -0.745 0.845 0.254
*
```

Atom charges from the Mulliken analysis, given in e for atoms 1 to 6:
1. C 0.31
2. C 0.33
3. C 0.12
4. C -0.53
5. N -0.32
6. N -0.37

The energy of each structure relative to the most stable one, in eV, is as follows: #one 0.000; #two 1.095.

#one
Density functional theory data (ωB97M-V/def2-TZVPD) for a 2-piece molecular cluster, CH4NS overall.

Output
Lowest unoccupied orbital energy = 4.53 eV
Gap between HOMO and LUMO = 7.12 eV
Highest occupied orbital energy = -2.59 eV

ORCA input file:
```
! RIJCOSX wB97M-V def2-TZVPD def2/J DEFGRID3
* xyz -1 1
S -2.087 0.317 1.494
H -1.505 0.042 2.682
C 0.540 -0.361 -0.503
N 1.275 -0.172 -1.534
H 0.750 0.502 0.091
H -0.314 -1.094 -0.466
H 1.340 0.765 -1.764
*
```

Atom charges from the Mulliken analysis, given in e for atoms 1 to 6:
1. S -0.90
2. H -0.06
3. C -0.12
4. N -0.65
5. H 0.26
6. H 0.22

#two
Density functional theory data (ωB97M-V/def2-TZVPD) for a 2-piece molecular cluster, CH4NS overall.

Output
Lowest unoccupied orbital energy = 4.20 eV
Gap between HOMO and LUMO = 6.70 eV
Highest occupied orbital energy = -2.50 eV

ORCA input file:
```
! RIJCOSX wB97M-V def2-TZVPD def2/J DEFGRID3
* xyz -1 1
S 2.587 -1.126 -0.628
H 2.864 -0.770 -1.907
C -1.231 0.325 0.138
N -1.232 0.163 1.406
H -0.577 1.054 -0.331
H -2.150 0.026 -0.375
H -0.261 0.328 1.698
*
```

Atom charges from the Mulliken analysis, given in e for atoms 1 to 6:
1. S -0.92
2. H -0.07
3. C -0.20
4. N -0.54
5. H 0.20
6. H 0.23

The energy of each structure relative to the most stable one, in eV, is as follows: #one 0.965; #two 0.000.

#one
Density functional theory data (ωB97M-V/def2-TZVPD) for the molecule C3H3NO.

Output
Lowest unoccupied orbital energy (alpha / beta) = 0.46 / -2.16 eV
Gap between HOMO and LUMO (alpha / beta) = 6.95 / 7.52 eV
Highest occupied orbital energy (alpha / beta) = -6.49 / -9.69 eV

ORCA input file:
```
! RIJCOSX wB97M-V def2-TZVPD def2/J DEFGRID3
* xyz 0 3
C -2.011 0.239 0.182
C 1.361 0.364 0.084
C 0.301 -0.654 -0.003
N -0.893 -0.187 -0.078
O 2.534 0.120 -0.152
H -2.784 0.440 -0.423
H 0.886 1.302 0.293
H 0.606 -1.625 0.098
*
```

Atom charges from the Mulliken analysis, given in e for atoms 1 to 6:
1. C -0.19
2. C -0.09
3. C -0.16
4. N -0.13
5. O -0.51
6. H 0.31

#two
Density functional theory data (ωB97M-V/def2-TZVPD) for the molecule C3H3NO.

Output
Lowest unoccupied orbital energy (alpha / beta) = 0.76 / -2.70 eV
Gap between HOMO and LUMO (alpha / beta) = 6.87 / 8.10 eV
Highest occupied orbital energy (alpha / beta) = -6.11 / -10.80 eV

ORCA input file:
```
! RIJCOSX wB97M-V def2-TZVPD def2/J DEFGRID3
* xyz 0 3
C -2.241 -0.082 0.019
C 1.574 0.125 0.361
C 0.378 -0.093 -0.269
N -1.096 -0.102 -0.144
O -3.394 -0.065 0.149
H 2.390 0.199 -0.210
H 1.839 0.237 1.471
H 0.551 -0.219 -1.377
*
```

Atom charges from the Mulliken analysis, given in e for atoms 1 to 6:
1. C 0.43
2. C -0.87
3. C 0.17
4. N -0.12
5. O -0.47
6. H 0.35

The energy of each structure relative to the most stable one, in eV, is as follows: #one 0.000; #two 0.279.

#one
Density functional theory data (ωB97M-V/def2-TZVPD) for a 2-piece molecular cluster, C9H14O overall.

Output
Lowest unoccupied orbital energy = 0.92 eV
Gap between HOMO and LUMO = 9.93 eV
Structure (SMILES) = Cc1ccccc1.CCO
Highest occupied orbital energy = -9.01 eV

ORCA input file:
```
! RIJCOSX wB97M-V def2-TZVPD def2/J DEFGRID3
* xyz 0 1
C 2.104 -1.048 -0.007
C 0.878 -1.129 -0.879
C -0.335 -0.562 -0.421
C -1.439 -0.648 -1.224
C -1.360 -1.188 -2.520
C -0.181 -1.778 -2.932
C 0.982 -1.728 -2.126
H 2.613 -2.000 0.003
H 1.869 -0.666 0.994
H 2.680 -0.159 -0.289
H -0.462 -0.025 0.499
H -2.366 -0.099 -1.086
H -2.196 -1.139 -3.201
H -0.157 -2.160 -3.943
H 1.811 -2.396 -2.307
C 0.353 2.145 1.806
C -0.899 1.991 2.672
O -1.938 1.293 1.893
H 0.851 3.081 2.070
H 0.139 2.137 0.742
H 1.088 1.370 2.019
H -0.835 1.435 3.605
H -1.490 2.897 2.825
H -1.713 0.373 1.807
*
```

Atom charges from the Mulliken analysis, given in e for atoms 1 to 6:
1. C -1.35
2. C 0.73
3. C 0.38
4. C -0.22
5. C -0.49
6. C -0.40

#two
Density functional theory data (ωB97M-V/def2-TZVPD) for a 2-piece molecular cluster, C9H14O overall.

Output
Lowest unoccupied orbital energy = 0.88 eV
Gap between HOMO and LUMO = 9.87 eV
Structure (SMILES) = Cc1ccccc1.CCO
Highest occupied orbital energy = -8.99 eV

ORCA input file:
```
! RIJCOSX wB97M-V def2-TZVPD def2/J DEFGRID3
* xyz 0 1
C 0.742 3.224 0.941
C 0.982 1.799 1.365
C 1.184 0.752 0.482
C 1.385 -0.561 0.890
C 1.191 -0.847 2.258
C 1.107 0.196 3.176
C 0.979 1.567 2.753
H -0.077 3.606 1.513
H 0.417 3.275 -0.097
H 1.733 3.677 1.010
H 1.103 1.003 -0.573
H 1.681 -1.289 0.184
H 1.110 -1.909 2.432
H 0.999 -0.070 4.225
H 0.753 2.225 3.593
C -1.641 -2.760 -2.507
C -1.381 -1.272 -2.701
O -2.240 -0.556 -3.566
H -0.823 -3.203 -1.851
H -1.897 -3.307 -3.376
H -2.462 -2.800 -1.774
H -1.327 -0.816 -1.733
H -0.376 -1.049 -3.149
H -3.142 -0.886 -3.494
*
```

Atom charges from the Mulliken analysis, given in e for atoms 1 to 6:
1. C -1.35
2. C 0.78
3. C -0.30
4. C -0.59
5. C -0.46
6. C -0.40

#three
Density functional theory data (ωB97M-V/def2-TZVPD) for a 2-piece molecular cluster, C9H14O overall.

Output
Lowest unoccupied orbital energy = 0.86 eV
Gap between HOMO and LUMO = 9.23 eV
Structure (SMILES) = Cc1ccc(O)cc1.CC
Highest occupied orbital energy = -8.37 eV

ORCA input file:
```
! RIJCOSX wB97M-V def2-TZVPD def2/J DEFGRID3
* xyz 0 1
C 0.640 -3.433 1.093
C 0.339 -2.241 0.184
C 1.246 -1.187 0.382
C 1.193 -0.090 -0.437
C 0.244 -0.041 -1.487
O 0.210 0.904 -2.485
C -0.617 -1.127 -1.648
C -0.669 -2.168 -0.737
H 0.822 -4.390 0.614
H -0.234 -3.654 1.743
H 1.497 -3.116 1.764
H 2.175 -1.239 0.974
H 1.750 0.846 -0.512
H 0.674 1.665 -2.131
H -1.337 -1.278 -2.427
H -1.487 -2.852 -0.710
C -1.163 3.132 0.088
C -0.473 2.704 1.386
H -0.277 3.419 -0.494
H -1.663 2.312 -0.498
H -1.937 3.977 0.203
H -0.353 1.614 1.457
H -1.149 3.037 2.267
H 0.570 3.207 1.412
*
```

Atom charges from the Mulliken analysis, given in e for atoms 1 to 6:
1. C -1.20
2. C 0.95
3. C -0.81
4. C -0.47
5. C 0.60
6. O -0.51

#four
Density functional theory data (ωB97M-V/def2-TZVPD) for a 2-piece molecular cluster, C9H14O overall.

Output
Lowest unoccupied orbital energy = 0.80 eV
Gap between HOMO and LUMO = 9.56 eV
Structure (SMILES) = Cc1ccc(O)cc1.CC
Highest occupied orbital energy = -8.76 eV

ORCA input file:
```
! RIJCOSX wB97M-V def2-TZVPD def2/J DEFGRID3
* xyz 0 1
C 2.634 -1.083 0.336
C 1.335 -1.062 -0.408
C 0.568 -2.197 -0.611
C -0.613 -2.143 -1.344
C -1.088 -0.949 -1.846
O -2.251 -0.854 -2.580
C -0.366 0.210 -1.551
C 0.813 0.163 -0.831
H 2.512 -1.102 1.420
H 3.236 -0.210 0.091
H 3.243 -1.971 0.145
H 0.838 -3.131 -0.201
H -1.132 -3.047 -1.592
H -2.882 -0.325 -2.089
H -0.743 1.145 -1.931
H 1.444 1.044 -0.809
C -1.160 1.352 2.187
C -0.712 2.540 1.260
H -2.235 1.247 2.124
H -0.758 0.440 1.741
H -0.804 1.488 3.202
H 0.238 2.301 0.800
H -0.580 3.406 1.908
H -1.536 2.736 0.579
*
```

Atom charges from the Mulliken analysis, given in e for atoms 1 to 6:
1. C -1.45
2. C 0.56
3. C -0.47
4. C -0.41
5. C 0.10
6. O -0.57

The energy of each structure relative to the most stable one, in eV, is as follows: #one 0.683; #two 0.739; #three 0.931; #four 0.000.